Computed, not measured: a 4-piece molecular cluster, C25H58FN4O10P overall, with wB97M-V/def2-TZVPD.

Last columns: bonded neighbours and bond lengths (Å).
Element x y z (Å)
1 H -0.470 4.116 -5.469  C3 1.096
2 H -4.666 7.567 3.311  C35 1.093
3 C -0.655 4.662 -4.536  H1 1.096, H23 1.088, C67 1.528, C68 1.517
4 C -3.746 5.649 3.251  C35 1.513, H61 1.099, N77 1.455, H82 1.094
5 H 0.917 -11.376 3.649  C71 1.093
6 C 5.270 -2.036 -1.339  H14 1.095, N17 1.455, H84 1.099, C98 1.513
7 C 1.911 -10.138 2.232  N33 1.455, H42 1.095, C71 1.512, H86 1.099
8 C 2.839 -0.565 -2.603  O46 1.417, C47 1.523, H62 1.097, H95 1.092
9 H -2.770 5.231 0.266  C92 1.094
10 O -5.362 6.560 1.687  C35 1.421, C56 1.413
11 C 0.012 -8.465 4.483  O22 1.412, H38 1.089, H44 1.094, H79 1.096
12 H -3.848 9.412 -1.684  C51 1.093
13 H 3.602 -4.188 1.951  C40 1.089
14 H 6.109 -1.888 -2.027  C6 1.095
15 C 3.938 -7.399 3.508  H18 1.090, H34 1.093, H53 1.094, O66 1.415
16 C -2.374 6.363 -3.688  H28 1.100, C67 1.532, O87 1.404, H94 1.100
17 N 4.184 -2.683 -2.059  C6 1.455, C47 1.459, H93 1.011
18 H 4.504 -6.725 4.150  C15 1.090
19 C -4.099 7.917 -3.205  H31 1.099, H48 1.094, C51 1.524, O87 1.416
20 H 1.607 -8.133 2.253  N33 1.011
21 H 2.019 -2.082 -0.233  C41 1.094
22 O 0.988 -9.479 4.379  C11 1.412, C71 1.421
23 H 0.184 5.315 -4.305  C3 1.088
24 H -6.891 6.183 0.416  C56 1.088
25 F -2.179 5.828 -6.006  C67 1.387
26 H -2.417 9.211 -2.719  C51 1.093
27 H -3.355 2.318 2.936  C39 1.092
28 H -2.714 5.871 -2.765  C16 1.100
29 H 0.322 1.737 -0.805  N37 1.012
30 P 0.243 2.353 -2.999  N37 1.699, C68 1.859, O76 1.644
31 H -4.783 7.251 -2.660  C19 1.099
32 H 4.951 -8.123 0.492  C60 1.093
33 N 1.759 -8.855 1.562  C7 1.455, H20 1.011, C74 1.458
34 H 4.107 -8.426 3.842  C15 1.093
35 C -4.948 6.544 3.046  H2 1.093, C4 1.513, O10 1.421, H43 1.094
36 O 4.769 -2.940 0.858  C40 1.416, C98 1.420
37 N -0.138 2.458 -1.347  H29 1.012, P30 1.699, H90 1.014
38 H 0.114 -8.018 5.470  C11 1.089
39 C -2.954 3.330 3.029  H27 1.092, N77 1.458, C85 1.524, H91 1.095
40 C 4.138 -4.199 1.003  H13 1.089, O36 1.416, H65 1.097, H72 1.090
41 C 1.904 -1.014 -0.442  H21 1.094, O46 1.414, H78 1.094, H88 1.092
42 H 1.840 -10.935 1.485  C7 1.095
43 H -5.774 6.242 3.696  C35 1.094
44 H -0.998 -8.873 4.386  C11 1.094
45 H -0.161 -10.237 2.827  C71 1.094
46 O 1.679 -0.758 -1.814  C8 1.417, C41 1.414
47 C 3.516 -1.853 -3.056  C8 1.523, N17 1.459, H69 1.095, H81 1.092
48 H -4.717 8.629 -3.759  C19 1.094
49 O -2.392 3.214 0.625  C85 1.416, C92 1.415
50 H -4.201 4.172 0.206  C92 1.093
51 C -3.230 8.683 -2.214  H12 1.093, C19 1.524, H26 1.093, H89 1.095
52 H 6.012 -3.884 -0.507  C98 1.094
53 H 2.877 -7.157 3.622  C15 1.094
54 H 2.943 -9.200 -0.110  C74 1.095
55 O -4.077 3.931 -4.964  C99 1.193
56 C -6.590 5.911 1.426  O10 1.413, H24 1.088, H83 1.096, H97 1.094
57 H -4.641 4.134 2.241  N77 1.011
58 H -1.478 4.522 1.936  C85 1.097
59 H 6.637 -2.411 0.250  C98 1.094
60 C 4.256 -8.309 1.315  H32 1.093, H63 1.097, O66 1.415, C74 1.524
61 H -2.965 5.989 2.556  C4 1.099
62 H 3.532 0.114 -2.091  C8 1.097
63 H 4.598 -9.222 1.816  C60 1.097
64 H 2.605 -7.513 0.238  C74 1.093
65 H 3.413 -4.392 0.202  C40 1.097
66 O 4.391 -7.200 2.183  C15 1.415, C60 1.415
67 C -2.031 5.297 -4.734  C3 1.528, C16 1.532, F25 1.387, C99 1.553
68 C -1.030 3.607 -3.513  C3 1.517, P30 1.859, H70 1.101, O80 1.460
69 H 4.248 -1.593 -3.828  C47 1.095
70 H -1.406 4.063 -2.586  C68 1.101
71 C 0.833 -10.354 3.270  H5 1.093, C7 1.512, O22 1.421, H45 1.094
72 H 4.861 -5.015 1.030  C40 1.090
73 H 1.490 4.110 -2.503  O76 0.970
74 C 2.870 -8.467 0.700  N33 1.458, H54 1.095, C60 1.524, H64 1.093
75 H -3.012 4.109 -1.090  C92 1.093
76 O 1.585 3.304 -3.033  P30 1.644, H73 0.970
77 N -4.089 4.245 3.081  C4 1.455, C39 1.458, H57 1.011
78 H 2.784 -0.483 -0.069  C41 1.094
79 H 0.144 -7.677 3.732  C11 1.096
80 O -2.205 3.002 -4.134  C68 1.460, C99 1.362
81 H 2.755 -2.471 -3.538  C47 1.092
82 H -3.367 5.797 4.267  C4 1.094
83 H -6.507 4.819 1.479  C56 1.096
84 H 4.994 -1.050 -0.940  C6 1.099
85 C -1.921 3.519 1.926  C39 1.524, O49 1.416, H58 1.097, H96 1.093
86 H 2.881 -10.246 2.738  C7 1.099
87 O -3.389 7.191 -4.192  C16 1.404, C19 1.416
88 H 1.025 -0.668 0.105  C41 1.092
89 H -2.786 8.025 -1.460  C51 1.095
90 H -1.126 2.494 -1.127  N37 1.014
91 H -2.433 3.377 3.991  C39 1.095
92 C -3.132 4.238 -0.012  H9 1.094, O49 1.415, H50 1.093, H75 1.093
93 H 3.499 -3.020 -1.396  N17 1.011
94 H -1.465 6.943 -3.471  C16 1.100
95 H 2.495 -0.044 -3.499  C8 1.092
96 H -1.107 2.815 2.116  C85 1.093
97 H -7.367 6.235 2.123  C56 1.094
98 C 5.743 -2.877 -0.174  C6 1.513, O36 1.420, H52 1.094, H59 1.094
99 C -2.935 4.037 -4.636  O55 1.193, C67 1.553, O80 1.362

For the electronic energy, the calculation gives -65303.2763 eV. As for the SMILES: CCOC[C@@]1(F)C[C@H](P(N)O)OC1=O.COCCNCCOC.COCCNCCOC.COCCNCCOC. As for the energy above the lowest of the compared OMol25 structures with the same formula, charge and spin: 0.000 eV. The gap between HOMO and LUMO is 0.336 Ha.